(1)
{"formula": "C2H10NOS", "method": "wB97M-V/def2-TZVPD", "elements": ["C", "C", "S", "N", "H", "H", "H", "H", "H", "H", "H", "H", "H", "H", "O"], "positions_angstrom": [[0.25949, 0.21896, -0.48247], [1.65296, -0.22927, -0.76711], [2.93351, 1.10330, -0.66395], [-0.60171, -0.97637, -0.17295], [0.14009, 0.83257, 0.41445], [-0.21310, 0.77481, -1.28598], [2.03300, -0.85459, 0.04366], [1.71165, -0.69849, -1.73897], [2.14048, 2.13193, -0.37097], [-0.24849, -1.49568, 0.63265], [-1.50204, -0.66829, 0.25600], [-0.59462, -1.64979, -0.93400], [-3.31755, 0.30418, 1.57597], [-2.03745, 1.01972, 1.93953], [-2.35621, 0.18702, 1.55414]], "forces_ev_per_angstrom": [[-0.67, 0.29, 0.81], [1.11, 0.76, 0.75], [-0.13, -0.10, -0.39], [0.18, -0.27, 0.78], [0.49, 0.04, -0.10], [0.02, -0.14, -0.26], [-0.46, -0.58, -0.33], [0.16, -0.26, -0.14], [-0.24, 0.12, -0.02], [0.66, 0.01, -0.03], [-0.36, 0.07, -0.84], [-0.70, 0.06, -0.23], [0.08, -0.27, -0.06], [0.05, -0.31, -0.06], [-0.20, 0.58, 0.10]], "e_tot_ha": -610.125070, "gap_ev": 9.3, "e_homo_ev": -12.814, "de_lowest_kj_mol": 32.41, "charge": 1}

***

(2)
{"formula": "C10H26CdCl2N2O3", "method": "wB97M-V/def2-TZVPD", "elements": ["Cd", "Cl", "Cl", "C", "O", "C", "C", "N", "C", "C", "O", "C", "H", "H", "H", "H", "H", "H", "H", "H", "H", "H", "H", "H", "H", "H", "H", "C", "C", "C", "O", "C", "N", "H", "H", "H", "H", "H", "H", "H", "H", "H", "H", "H"], "positions_angstrom": [[-1.17249, -1.20321, 0.64088], [-3.57617, -1.46557, 1.18897], [-0.12989, -3.40976, 1.20565], [5.11664, 0.75776, -0.07199], [3.71298, 0.85990, -0.11167], [3.12165, -0.24979, -0.75384], [1.62043, -0.10960, -0.80594], [0.92641, -0.34825, 0.48312], [0.99705, 0.84454, 1.38034], [0.54100, 0.42662, 2.75366], [-0.80291, -0.02637, 2.71933], [-1.16193, -0.65648, 3.93229], [5.54707, 0.70659, -1.08433], [5.44196, -0.15671, 0.44146], [5.49913, 1.64013, 0.43126], [3.36313, -1.17594, -0.20085], [3.53444, -0.37573, -1.76367], [1.27464, -0.87388, -1.50772], [1.32512, 0.86805, -1.19242], [1.49609, -1.06902, 0.93049], [0.34682, 1.60208, 0.93862], [2.01901, 1.21407, 1.40926], [0.67176, 1.19463, 3.52465], [1.19470, -0.40578, 3.06819], [-0.43271, -1.43124, 4.19451], [-2.11891, -1.14672, 3.77731], [-1.21016, 0.07570, 4.74680], [-2.28745, -0.50335, -3.76834], [-1.59442, -0.30733, -2.41446], [-2.37917, 0.73528, -1.63114], [-1.85383, 0.90626, -0.32540], [-2.51484, 1.93360, 0.38013], [-1.50366, -1.57753, -1.66228], [-3.21294, -1.06591, -3.64589], [-1.64458, -1.10940, -4.41427], [-2.43655, 0.44475, -4.28309], [-0.57639, 0.04032, -2.59489], [-3.42671, 0.41496, -1.58872], [-2.29075, 1.68154, -2.17844], [-3.59914, 1.81090, 0.33995], [-2.22375, 2.91986, 0.00047], [-2.21984, 1.86414, 1.42750], [-0.97326, -2.21709, -2.25458], [-2.40755, -2.05701, -1.66092]], "forces_ev_per_angstrom": [[-0.67, -1.20, 0.32], [-0.01, 0.19, -0.10], [0.23, 0.12, 0.02], [0.25, -0.25, -0.29], [-0.10, -0.01, -0.08], [0.21, -0.17, 0.32], [-0.54, -0.21, -0.11], [1.45, 0.86, 0.08], [-0.24, -0.26, -0.45], [0.40, -0.42, 0.35], [0.50, 0.46, -0.15], [-0.12, -0.43, 0.39], [-0.14, 0.13, 0.07], [-0.07, 0.14, 0.16], [0.03, -0.02, 0.08], [0.04, 0.09, -0.09], [-0.08, 0.12, -0.04], [-0.09, 0.05, 0.01], [0.04, -0.01, 0.00], [-0.47, -0.27, 0.11], [0.03, 0.09, 0.12], [0.02, 0.20, 0.19], [-0.13, 0.24, -0.25], [-0.17, -0.01, 0.02], [0.01, 0.06, -0.08], [-0.12, 0.16, -0.01], [-0.08, -0.03, -0.10], [0.70, -0.30, -0.03], [-0.66, -0.15, -0.18], [0.37, -0.10, -0.14], [0.17, 0.11, -0.56], [-0.14, 0.24, 0.57], [-0.11, -0.24, -1.07], [-0.20, 0.29, -0.01], [-0.04, 0.02, 0.02], [-0.26, 0.01, 0.02], [0.02, 0.06, 0.18], [-0.05, 0.15, 0.18], [-0.23, 0.02, 0.04], [0.01, -0.03, -0.09], [-0.07, -0.07, -0.13], [0.04, -0.09, -0.08], [0.44, 0.03, 0.46], [-0.18, 0.44, 0.36]], "e_tot_ha": -1820.025312, "gap_ev": 8.9, "e_homo_ev": -8.455, "de_lowest_kj_mol": 0.00}

***

(3)
{"formula": "C3H7NO2", "method": "wB97M-V/def2-TZVPD", "elements": ["C", "C", "C", "H", "H", "H", "H", "H", "H", "H", "N", "O", "O"], "positions_angstrom": [[1.84517, -0.68287, -0.03077], [-0.76418, -0.41589, -0.02516], [-0.72183, 1.16749, 0.08513], [2.30600, -0.79479, -0.94031], [2.22959, -1.57527, 0.65901], [2.06979, 0.20598, 0.49711], [0.32260, -2.04660, 0.05351], [-1.32888, 1.84248, -0.66322], [-1.20432, 1.29697, 1.10829], [0.99773, 1.47666, -0.69878], [0.45164, -0.99418, 0.06344], [-1.78312, -1.07956, -0.08300], [0.44450, 1.84723, 0.00364]], "forces_ev_per_angstrom": [[-0.06, -2.62, 4.60], [0.30, 1.95, -0.62], [-4.20, 0.38, -0.40], [0.79, 0.01, -2.48], [0.19, 2.09, -1.47], [0.49, 0.90, 0.23], [-0.12, 1.88, -0.02], [-0.37, -2.49, 1.15], [0.70, 0.23, -1.10], [-0.28, 0.37, 0.14], [-1.07, -3.52, -0.64], [0.25, 0.65, 0.13], [3.37, 0.18, 0.50]], "e_tot_ha": -323.690842, "gap_ev": 10.3, "e_homo_ev": -9.708, "de_lowest_kj_mol": 236.62, "smiles": "CNC(=O)CO"}

***

(4)
{"formula": "C55H49F5N2O3RhS2Si2", "method": "wB97M-V/def2-TZVPD", "elements": ["Rh", "C", "C", "C", "C", "C", "C", "C", "S", "O", "O", "N", "C", "C", "C", "C", "C", "C", "C", "C", "N", "C", "H", "H", "H", "H", "H", "H", "H", "H", "H", "H", "H", "H", "H", "C", "Si", "C", "C", "C", "C", "H", "H", "H", "H", "H", "H", "H", "H", "H", "C", "C", "C", "C", "C", "C", "C", "O", "C", "C", "C", "H", "H", "H", "H", "H", "H", "H", "H", "H", "H", "H", "H", "F", "C", "C", "F", "C", "F", "C", "S", "C", "F", "C", "F", "C", "C", "C", "C", "C", "C", "Si", "C", "C", "C", "C", "C", "C", "C", "C", "C", "C", "C", "C", "H", "H", "H", "H", "H", "H", "H", "H", "H", "H", "H", "H", "H", "H", "H"], "positions_angstrom": [[-15.36362, -4.45176, 18.53112], [-23.07568, -6.18846, 17.62270], [-21.58143, -6.38692, 17.63123], [-20.72678, -5.43315, 18.16281], [-19.33975, -5.57109, 18.06755], [-18.82445, -6.69275, 17.43730], [-19.66968, -7.69306, 16.95306], [-21.03680, -7.53350, 17.04685], [-17.07099, -6.87894, 17.08185], [-14.95822, -6.05599, 15.11133], [-16.89176, -8.36302, 16.91058], [-16.35791, -6.31093, 18.40851], [-16.54448, -6.93272, 19.63894], [-17.38795, -7.99286, 19.90365], [-17.48376, -8.53119, 21.20486], [-16.74588, -8.05324, 22.25437], [-15.85365, -6.97961, 22.02310], [-15.02148, -6.43035, 23.02771], [-14.17287, -5.40785, 22.73897], [-14.15221, -4.90535, 21.42227], [-14.92383, -5.39008, 20.48884], [-15.75425, -6.43246, 20.74274], [-23.36350, -5.26788, 18.15079], [-23.60781, -7.01871, 18.09909], [-23.44847, -6.11978, 16.59397], [-21.15244, -4.54911, 18.62514], [-18.69345, -4.78958, 18.45336], [-19.23193, -8.57401, 16.49371], [-21.70741, -8.28898, 16.63979], [-17.93628, -8.45990, 19.10591], [-18.14297, -9.37872, 21.37498], [-16.77902, -8.50895, 23.23353], [-15.06829, -6.85834, 24.03143], [-13.54489, -4.96698, 23.49962], [-13.53623, -4.06899, 21.12567], [-18.23446, 0.10641, 21.03556], [-18.74378, -0.80097, 19.46959], [-18.72198, 0.41838, 18.04457], [-20.44624, -1.54993, 19.70188], [-17.59918, -2.12199, 19.12693], [-16.81916, -3.02972, 18.91120], [-18.91617, 0.92347, 21.28278], [-17.22443, 0.51909, 20.94057], [-18.22924, -0.58887, 21.87454], [-19.48643, 1.18820, 18.18182], [-18.87748, -0.08583, 17.07491], [-17.74398, 0.91401, 18.00129], [-21.20921, -0.78684, 19.92609], [-20.42163, -2.29283, 20.51444], [-20.74265, -2.08385, 18.78875], [-12.03197, 1.20012, 12.88526], [-12.43233, 0.04783, 13.75946], [-11.57163, -1.02828, 13.98046], [-11.95157, -2.12227, 14.73140], [-10.96561, -3.23281, 14.97425], [-13.26691, -2.18623, 15.26019], [-13.69356, -3.43485, 15.76402], [-15.03283, -3.68388, 16.04650], [-14.08341, -1.02096, 15.19815], [-15.38061, -0.89479, 15.94860], [-13.64379, 0.05170, 14.44211], [-11.11391, 0.97501, 12.32921], [-11.84869, 2.11456, 13.46389], [-12.82062, 1.44349, 12.16637], [-10.58832, -1.01506, 13.52081], [-9.97435, -2.94584, 14.60523], [-11.26102, -4.17157, 14.48369], [-10.86322, -3.46768, 16.04029], [-13.04096, -4.28641, 15.85787], [-16.25016, -1.15240, 15.32921], [-15.51582, 0.15671, 16.23327], [-15.42280, -1.49060, 16.85602], [-14.30270, 0.92687, 14.35545], [-9.83454, -0.65369, 22.21369], [-10.67558, -1.25987, 21.37070], [-11.99681, -0.85450, 21.29559], [-12.44197, 0.12936, 22.08145], [-12.84935, -1.47619, 20.42019], [-14.11967, -1.06158, 20.35343], [-12.42616, -2.50762, 19.59724], [-13.43459, -3.13534, 18.32463], [-11.09589, -2.89956, 19.69465], [-10.63912, -3.87849, 18.90154], [-10.22553, -2.28218, 20.55629], [-8.94211, -2.65834, 20.60947], [-20.40562, -4.12210, 15.22970], [-19.55025, -3.19816, 15.80605], [-18.17228, -3.39177, 15.77815], [-17.61985, -4.51611, 15.14552], [-18.51376, -5.44284, 14.58013], [-19.88599, -5.25081, 14.61104], [-15.78584, -4.63039, 14.88558], [-15.34731, -3.88444, 13.25159], [-14.14099, -4.20626, 12.61207], [-13.70414, -3.51853, 11.48737], [-14.47527, -2.48415, 10.96069], [-15.68090, -2.14212, 11.57722], [-16.10550, -2.82849, 12.71869], [-14.96190, -7.34993, 14.67751], [-15.56647, -7.70117, 13.47866], [-15.55057, -9.02579, 13.06538], [-14.92369, -9.98322, 13.86145], [-14.30996, -9.60542, 15.05463], [-14.32342, -8.29012, 15.47443], [-21.48240, -3.98042, 15.29799], [-19.97261, -2.33709, 16.31002], [-17.53315, -2.69343, 16.30345], [-18.12797, -6.35670, 14.12753], [-20.54583, -5.99233, 14.18705], [-13.53262, -5.01189, 13.02694], [-12.75652, -3.77269, 11.02712], [-14.13984, -1.93188, 10.08486], [-16.26817, -1.31768, 11.18797], [-17.04809, -2.53771, 13.18404], [-16.03121, -6.93365, 12.86393], [-16.01868, -9.30697, 12.13057], [-14.93918, -11.03108, 13.56326], [-13.84953, -10.34869, 15.68707], [-13.91725, -7.97618, 16.43827]], "forces_ev_per_angstrom": [[0.06, 0.32, -0.10], [-0.19, 0.21, 0.17], [-0.14, -0.16, -0.05], [0.19, -0.08, -0.04], [-0.31, -0.03, -0.08], [-0.24, -0.28, 0.28], [0.13, 0.11, -0.02], [-0.19, 0.07, 0.02], [-0.01, -1.00, -0.64], [-0.18, 0.28, -0.24], [-0.22, 0.60, 0.21], [0.20, -0.32, 1.09], [0.21, 0.07, 0.22], [0.13, -0.07, 0.27], [0.07, -0.11, 0.18], [0.06, -0.02, -0.26], [0.04, -0.28, 0.39], [-0.16, -0.37, 0.28], [0.13, 0.15, -0.06], [-0.24, -0.01, 0.19], [-0.14, -0.04, 0.02], [-0.29, 0.15, -0.60], [0.11, -0.23, -0.17], [0.12, 0.04, -0.04], [0.04, 0.03, 0.12], [0.08, 0.02, 0.03], [0.08, -0.07, 0.01], [0.00, 0.10, 0.06], [0.11, 0.06, 0.06], [-0.10, -0.01, -0.10], [0.03, 0.11, -0.10], [-0.12, 0.00, 0.09], [-0.01, 0.16, -0.22], [0.08, 0.01, -0.02], [0.12, 0.03, 0.12], [0.01, 0.03, -0.05], [-0.11, 0.46, 0.18], [-0.01, -0.04, -0.24], [-0.29, -0.03, 0.02], [-0.09, 0.03, 0.06], [0.35, -0.40, 0.01], [-0.03, 0.03, -0.03], [-0.10, -0.07, -0.03], [0.03, -0.05, 0.07], [0.00, 0.01, -0.12], [-0.01, 0.19, 0.33], [-0.13, -0.09, 0.01], [0.17, -0.26, -0.03], [-0.03, 0.26, -0.17], [0.01, 0.12, 0.13], [0.13, 0.22, -0.11], [0.16, -0.02, 0.22], [-0.13, 0.11, -0.15], [0.24, 0.03, 0.05], [0.15, -0.22, -0.03], [-0.13, -0.29, -0.12], [-0.47, 0.36, -0.35], [0.04, -0.06, -0.51], [0.08, -0.23, 0.00], [-0.29, 0.44, -0.04], [-0.36, 0.26, -0.17], [-0.19, 0.03, 0.07], [-0.01, -0.14, -0.01], [0.08, -0.06, 0.00], [0.04, -0.02, 0.05], [-0.19, -0.09, 0.00], [0.04, 0.17, -0.01], [-0.10, 0.11, -0.07], [0.00, -0.03, -0.06], [0.16, -0.10, 0.03], [0.01, -0.14, -0.03], [0.06, -0.03, 0.01], [0.26, -0.29, 0.07], [0.12, 0.07, 0.14], [-0.06, 0.12, -0.01], [0.19, 0.09, 0.28], [0.06, 0.16, 0.13], [-0.48, -0.05, -0.17], [0.20, 0.04, 0.12], [-0.23, -0.35, -0.27], [0.57, 0.22, 0.13], [-0.25, -0.18, -0.23], [0.14, 0.10, 0.16], [0.28, 0.02, 0.17], [0.11, 0.00, 0.07], [-0.13, 0.08, -0.08], [-0.01, -0.04, 0.02], [0.09, -0.18, -0.09], [-0.50, 0.09, -0.10], [0.27, 0.04, -0.25], [0.20, 0.12, 0.12], [0.38, -0.26, 0.52], [0.12, 0.38, -0.63], [-0.07, -0.16, 0.13], [-0.14, 0.12, -0.04], [-0.25, 0.01, 0.28], [0.29, -0.19, 0.18], [0.07, -0.09, -0.27], [-0.03, 0.50, -0.10], [0.00, 0.03, -0.15], [0.25, -0.19, 0.37], [-0.11, -0.09, -0.14], [-0.12, -0.06, -0.14], [-0.04, 0.13, 0.06], [0.16, 0.00, -0.07], [0.11, 0.04, 0.07], [0.02, 0.03, -0.07], [-0.03, 0.13, 0.03], [-0.05, -0.10, -0.04], [-0.06, 0.17, -0.14], [-0.03, -0.03, 0.02], [-0.03, -0.12, 0.15], [-0.02, -0.08, 0.02], [0.19, -0.09, -0.03], [0.03, -0.05, 0.09], [-0.02, -0.01, 0.02], [0.07, 0.24, 0.05], [0.05, -0.13, 0.03], [-0.07, -0.12, -0.36]], "s_squared": 6.051, "e_tot_ha": -4445.804447, "gap_ev": [6.1, 7.2], "multiplicity": 5, "e_homo_ev": [-3.709, -5.332], "charge": -1}